one | DFT (ωB97M-V/def2-TZVPD) results for an isolated ion of composition C2H8NO and charge +1.

Computed properties:
Orbital gap ... 10.691 eV
Charge ... +1
E_HOMO ... -0.544 hartree
SMILES ... [NH3+]CCO
Spin multiplicity ... 1

Each atom is followed by the atoms it is bonded to, with distances in Å.
Cartesian coordinates (Å):
1 C 0.03678 -0.50531 0.37867  H6 1.177, C7 1.540, H8 1.104, N9 1.465
2 O 0.11705 -0.22413 -1.92578  C7 1.414, H12 0.996
3 H 1.82258 0.00859 -0.68636  C7 1.082
4 H 0.61178 1.37299 -0.70400  C7 1.150
5 H -1.07560 -0.14712 2.07240  N9 1.059
6 H -0.60624 -1.34101 -0.14441  C1 1.177
7 C 0.76719 0.23516 -0.75691  C1 1.540, O2 1.414, H3 1.082, H4 1.150
8 H 0.77145 -1.00282 1.03611  C1 1.104
9 N -0.86174 0.34702 1.16059  C1 1.465, H5 1.059, H10 1.111, H11 1.099
10 H -1.83000 0.59781 0.67761  N9 1.111
11 H -0.39317 1.24685 1.58381  N9 1.099
12 H 0.63992 -0.58802 -2.69172  O2 0.996



two | DFT (ωB97M-V/def2-TZVPD) results for a 2-piece molecular cluster, C2H8NO overall.

Computed properties:
Orbital gap ... 11.742 eV
Charge ... +1
E_HOMO ... -0.604 hartree
Spin multiplicity ... 1

Each atom is followed by the atoms it is bonded to, with distances in Å.
Cartesian coordinates (Å):
1 O 1.23285 -0.00798 2.44747  H8 0.979, H10 0.964
2 H 0.94264 -0.65997 -0.60631  C9 1.084
3 H -0.71847 -1.00045 -2.51112  C4 1.093
4 C -0.65740 -0.03585 -2.00099  H3 1.093, C9 1.457, H11 1.084, H12 1.101
5 H -0.12830 -0.03904 1.25804  N6 1.043
6 N -0.53923 0.31673 0.36802  H5 1.043, H7 1.017, C9 1.282
7 H -1.31890 0.95951 0.48211  N6 1.017
8 H 2.05324 -0.51823 2.60498  O1 0.979
9 C -0.02679 -0.18222 -0.69599  H2 1.084, C4 1.457, N6 1.282
10 H 0.82637 0.12307 3.31202  O1 0.964
11 H -1.63134 0.44074 -2.01221  C4 1.084
12 H -0.03467 0.60369 -2.64601  C4 1.101



three | DFT (ωB97M-V/def2-TZVPD) results for a 2-piece molecular cluster, C2H8NO overall.

Computed properties:
Orbital gap ... 11.825 eV
Charge ... +1
E_HOMO ... -0.607 hartree
Spin multiplicity ... 1

Each atom is followed by the atoms it is bonded to, with distances in Å.
Cartesian coordinates (Å):
1 H -1.62563 1.98601 -0.82708  C8 1.096
2 N -0.28604 -0.20385 -0.75888  C7 1.274, H9 1.009, H12 1.032
3 H 1.85762 -1.97581 0.69155  O5 0.954
4 H 0.77254 -2.94252 1.21259  O5 0.963
5 O 0.91567 -2.12182 0.72919  H3 0.954, H4 0.963
6 H -0.17052 2.91888 -0.29713  C8 1.086
7 C -0.05232 0.76387 0.03569  N2 1.274, C8 1.468, H11 1.083
8 C -0.77413 2.03021 -0.13843  H1 1.096, H6 1.086, C7 1.468, H10 1.109
9 H -0.90447 -0.11632 -1.55190  N2 1.009
10 H -1.40195 2.32666 0.72607  C8 1.109
11 H 0.68433 0.77396 0.82972  C7 1.083
12 H 0.21849 -1.09081 -0.60737  N2 1.032



It comes down to two, which is 8.6 kJ/mol more stable than the next structure.